Record 1
Entry from the Open Molecules 2025 dataset: C35H37BrP2Zr as an isolated structure (wB97M-V/def2-TZVPD).

Structure (XYZ):
```
76
C35H37BrP2Zr wB97M-V/def2-TZVPD
Zr 0.659 -0.018 -4.911
C -1.366 0.025 -0.340
C -2.178 -0.255 -1.370
C -2.853 0.745 -2.185
C -2.138 1.741 -3.250
C -0.861 2.410 -2.889
C -0.580 2.723 -1.609
C -1.550 2.625 -0.478
C -1.514 1.323 0.379
C 2.129 -1.484 -5.179
H -0.499 -0.569 -0.064
H -2.152 -1.266 -1.793
H -3.285 1.337 -1.396
H -3.747 0.198 -2.574
H -2.058 1.244 -4.232
H -2.815 2.572 -3.518
H -0.093 2.483 -3.757
H 0.457 2.963 -1.389
H -2.550 2.785 -0.889
H -1.360 3.447 0.217
H -0.643 1.398 1.065
H -2.417 1.293 1.024
H 2.552 -1.779 -4.224
H 2.722 -0.660 -5.597
H 1.986 -2.277 -5.894
P -0.008 -1.610 -8.565
P 1.376 0.506 -8.191
C -0.991 -0.197 -9.033
C -0.220 0.920 -8.896
C -0.367 -2.881 -9.936
C -1.446 -2.709 -10.786
C -2.002 -3.768 -11.499
C -1.387 -5.019 -11.424
C -0.143 -5.159 -10.762
C 0.381 -4.062 -10.088
C -0.964 -2.253 -7.117
C -0.893 -1.470 -5.887
C -1.682 -1.684 -4.747
C -2.617 -2.725 -4.905
C -2.650 -3.549 -6.022
C -1.776 -3.349 -7.107
C 2.346 0.781 -9.756
C 2.182 -0.078 -10.862
C 2.593 0.299 -12.149
C 3.235 1.531 -12.332
C 3.477 2.363 -11.237
C 3.066 1.972 -9.964
C 1.818 1.929 -7.160
C 3.059 1.978 -6.499
C 3.390 3.138 -5.792
C 2.516 4.224 -5.754
C 1.293 4.147 -6.399
C 0.917 2.989 -7.058
H -2.054 -0.250 -9.270
H -0.457 1.943 -9.174
H -1.907 -1.746 -10.842
H -2.929 -3.646 -12.066
H -1.848 -5.932 -11.833
H 0.368 -6.139 -10.717
H 1.343 -4.156 -9.601
H -0.124 -0.356 -6.388
H -1.715 -1.281 -3.731
H -3.257 -2.886 -4.034
H -3.329 -4.395 -6.126
H -1.737 -4.054 -7.935
H 1.670 -1.028 -10.742
H 2.420 -0.336 -13.030
H 3.542 1.862 -13.317
H 3.981 3.322 -11.366
H 3.297 2.641 -9.134
H 3.723 1.104 -6.537
H 4.358 3.154 -5.292
H 2.822 5.127 -5.229
H 0.599 4.977 -6.382
H -0.092 2.898 -7.449
Br 1.540 0.246 -2.398
```

Values from the calculation:
total charge	+2
E_HOMO	-13.03	eV
maximum force	5.101	eV/A

=====

Record 2
Entry from the Open Molecules 2025 dataset: C35H37F5NiOP2Te as an isolated structure (wB97M-V/def2-TZVPD).

Structure (XYZ):
```
82
C35H37F5NiOP2Te wB97M-V/def2-TZVPD
Ni 0.251 -0.429 -0.342
C -1.963 -0.233 5.853
C -1.912 -0.302 4.513
C -2.535 0.741 3.648
C -1.522 1.851 3.199
C -0.552 2.357 4.229
C -0.877 2.599 5.508
C -2.265 2.392 6.108
C -2.511 0.958 6.627
C 1.531 -0.709 1.039
H -1.517 -1.022 6.486
H -1.370 -1.118 4.044
H -3.323 1.207 4.249
H -2.999 0.311 2.742
H -0.947 1.500 2.329
H -2.091 2.702 2.786
H 0.449 2.609 3.829
H -0.100 2.934 6.210
H -3.039 2.669 5.384
H -2.308 3.110 6.947
H -2.062 0.898 7.628
H -3.589 0.762 6.742
H 1.078 -1.356 1.836
H 1.921 0.272 1.420
H 2.330 -1.274 0.540
P -0.032 -2.080 -2.883
P 1.809 0.393 -3.194
C -0.720 -0.515 -3.574
C 0.092 0.556 -3.748
C -0.604 -3.239 -4.194
C -1.737 -2.954 -4.956
C -2.239 -3.899 -5.855
C -1.584 -5.125 -6.024
C -0.436 -5.406 -5.267
C 0.067 -4.463 -4.363
C -1.477 -2.196 -1.790
C -1.413 -1.049 -0.940
C -1.698 -1.081 0.460
C -2.374 -2.236 0.929
C -2.638 -3.277 0.029
C -2.095 -3.335 -1.261
C 2.558 1.001 -4.804
C 2.415 0.175 -5.937
C 2.837 0.619 -7.193
C 3.421 1.884 -7.338
C 3.583 2.697 -6.214
C 3.174 2.252 -4.950
C 1.987 1.903 -2.161
C 3.146 1.976 -1.362
C 3.386 3.109 -0.591
C 2.441 4.145 -0.570
C 1.243 4.026 -1.282
C 0.996 2.886 -2.050
H -1.813 -0.394 -3.575
H -0.215 1.470 -4.272
H -2.249 -2.004 -4.830
H -3.149 -3.683 -6.415
H -1.970 -5.860 -6.737
H 0.055 -6.375 -5.376
H 0.960 -4.679 -3.773
H -0.917 -0.138 -1.435
H -1.318 -0.211 1.019
H -2.628 -2.402 1.969
H -3.202 -4.158 0.352
H -2.211 -4.235 -1.854
H 1.948 -0.808 -5.834
H 2.714 -0.021 -8.067
H 3.744 2.231 -8.322
H 4.032 3.685 -6.316
H 3.320 2.899 -4.084
H 3.844 1.133 -1.348
H 4.312 3.186 -0.014
H 2.645 5.046 0.002
H 0.499 4.824 -1.251
H 0.037 2.760 -2.550
F 0.716 -1.904 7.556
Te 1.050 -0.274 8.522
F -0.772 -0.337 9.153
F 2.923 -0.442 8.154
F 1.404 -1.437 9.983
F 1.388 1.143 9.769
O 0.669 0.787 7.101
```

Values from the calculation:
total charge	0
spin multiplicity	3
E_HOMO (spin up / spin down)	-8.05 / -8.05	eV
maximum force	3.869	eV/A

=====

Molecular weight values (in g mol⁻¹) by entry order: 690.76, 816.91.